# 1
C7H4Br2NO4S | ωB97M-V/def2-TZVPD

Summary:
HOMO level ... -0.180 Eh
E_tot ... -6171.054010 a.u.
Net charge ... -1
Gap between HOMO and LUMO ... 7.5 eV
Multiplicity ... 1

Positions of all 19 atoms, in Å:
C (0.7965, 0.6334, 0.8986)
C (-1.8696, 0.4493, -0.9598)
C (1.5254, 1.2207, 1.8258)
C (0.1913, -1.6738, 1.7276)
C (-0.4744, -0.1180, 1.1371)
C (-0.0956, -0.5780, -1.2823)
C (-1.0676, 0.0565, -2.2489)
N (-1.0202, -0.3269, -0.2143)
O (0.0704, -2.4167, 0.8047)
O (-2.8706, 1.1054, -0.8795)
O (0.5639, -1.7418, 2.8535)
O (2.6982, -0.0619, -0.9216)
S (1.4120, 0.6249, -0.7734)
Br (-0.4902, 1.5748, -3.3332)
Br (-1.9904, -1.0090, -3.5868)
H (2.3062, 1.8755, 1.4892)
H (1.2222, 1.6189, 2.8181)
H (-1.2340, 0.4190, 1.7926)
H (0.3265, -1.6523, -1.1474)

Atomic partial charges in e from the natural (NBO) method, atoms 1 to 5: number 1, C, carries -0.261; number 2, C, carries 0.650; number 3, C, carries -0.389; number 4, C, carries 0.863; number 5, C, carries -0.266

---

# 2
C7H4F15NO8PS3 | ωB97M-V/def2-TZVPD

Summary:
HOMO level ... -0.237 Eh
E_tot ... -3959.743315 a.u.
Net charge ... -1
Gap between HOMO and LUMO ... 8.6 eV
Multiplicity ... 1

Positions of all 39 atoms, in Å:
C (0.7127, 2.0956, 0.4475)
P (0.0051, 0.8981, -0.8698)
O (-1.6198, 1.3094, -1.1905)
O (0.0719, -0.7099, -0.1695)
S (1.1666, -1.6122, -1.1188)
O (0.8029, -1.2626, -2.5350)
O (2.6714, -0.9335, -0.6733)
C (3.7509, -1.4704, -1.4034)
F (4.6368, -2.0210, -0.4335)
F (3.3837, -2.5762, -2.2124)
C (4.6133, -0.4025, -2.2162)
F (5.5831, -1.1563, -2.9350)
F (5.3548, 0.3958, -1.3241)
C (3.8177, 0.4391, -3.3082)
F (2.6466, 1.0431, -2.8034)
F (3.5457, -0.3531, -4.4479)
C (4.6930, 1.6784, -3.8763)
F (5.9487, 1.3055, -4.3205)
F (4.7274, 2.6884, -2.8985)
F (3.9159, 2.2230, -4.9238)
H (0.4418, 3.1659, 0.1828)
H (0.3058, 1.7491, 1.4497)
H (1.8497, 2.0133, 0.4056)
H (-1.5848, 1.9691, -1.9094)
C (-2.8735, -1.9955, 1.0025)
F (-1.8147, -2.7357, 0.6216)
F (-2.9222, -0.9348, 0.1700)
F (-3.9715, -2.7322, 0.7306)
S (-2.7905, -1.4915, 2.7560)
O (-1.5777, -0.6982, 2.8455)
O (-2.7605, -2.7410, 3.4914)
N (-4.1576, -0.6875, 2.7906)
S (-4.4859, -0.0625, 4.2117)
O (-3.6442, 1.0395, 4.6390)
O (-4.8442, -1.0005, 5.2588)
C (-6.0663, 0.7262, 3.7452)
F (-6.9739, -0.1696, 3.3015)
F (-5.9156, 1.6260, 2.7496)
F (-6.6428, 1.3811, 4.7699)

Atomic partial charges in e from the natural (NBO) method, atoms 1 to 5: number 1, C, carries -0.982; number 2, P, carries 1.241; number 3, O, carries -0.961; number 4, O, carries -0.899; number 5, S, carries 1.729

---

# 3
C7H4IO3 | ωB97M-V/def2-TZVPD

Summary:
HOMO level ... -0.168 Eh
E_tot ... -792.391041 a.u.
Net charge ... -1
Gap between HOMO and LUMO ... 7.3 eV
Multiplicity ... 1

Positions of all 15 atoms, in Å:
C (0.0768, 0.2608, 0.7456)
C (-0.4063, 0.0076, -0.6186)
C (1.1188, -0.2111, 1.3593)
C (-0.3843, -1.0984, -1.3777)
C (1.5672, -3.7920, 0.8968)
C (1.2537, -2.5792, -0.0288)
C (0.1044, -2.4210, -0.9446)
O (1.3693, -4.8126, 0.2630)
O (1.8579, -3.4954, 2.0291)
O (1.4625, -2.6664, -1.3917)
I (-1.3895, -4.0584, -1.1409)
H (-0.3343, 1.0422, 1.2912)
H (-0.7592, 0.8191, -1.2551)
H (1.8236, -1.5985, 0.5817)
H (-0.9301, -0.9685, -2.3542)

Atomic partial charges in e from the natural (NBO) method, atoms 1 to 5: number 1, C, carries -0.612; number 2, C, carries -0.180; number 3, C, carries 0.177; number 4, C, carries -0.235; number 5, C, carries 0.736